Record 1
ORCA calculation (wB97M-V/def2-TZVPD) on an isolated molecule of C2H4F3N at a distorted geometry.

Energy relative to the best compared isomer or geometry (same formula, charge and spin): 500.3 kJ/mol
SMILES: C[C@H](F)N(F)F
E_LUMO: 1.03 eV
E_tot: -11776.6828 eV
HOMO energy: -11.16 eV

Structure (XYZ):
```
10
C2H4F3N | OMol25 | wB97M-V/def2-TZVPD
C 1.051 -0.198 -0.425
C -0.204 0.435 0.019
N -0.930 -0.485 0.777
F 0.193 1.539 0.876
F -2.188 0.193 1.054
F -1.287 -1.555 0.084
H 1.892 -0.247 0.344
H 0.849 -1.157 -0.795
H 1.551 0.299 -1.218
H -0.926 1.175 -0.716
```

Record 2
ORCA calculation (wB97M-V/def2-TZVPD) on an isolated molecule of C2H3N2OP at a distorted geometry.

Energy relative to the best compared isomer or geometry (same formula, charge and spin): 252.2 kJ/mol
SMILES: On1nccp1
E_LUMO: 0.44 eV
E_tot: -16435.8334 eV
HOMO energy: -9.40 eV

Structure (XYZ):
```
9
C2H3N2OP | OMol25 | wB97M-V/def2-TZVPD
C -1.321 -0.150 -0.013
C -0.880 1.150 -0.139
N -0.341 -1.009 0.034
N 0.782 -0.363 0.091
O 2.070 -1.228 -0.183
P 0.801 1.318 -0.078
H -2.397 -0.540 -0.020
H -1.429 2.004 -0.334
H 2.715 -1.181 0.642
```

Record 3
ORCA calculation (wB97M-V/def2-TZVPD) on an isolated molecule of C3H3NO2 at a distorted geometry.

Energy relative to the best compared isomer or geometry (same formula, charge and spin): 160.2 kJ/mol
E_LUMO (spin up / spin down): 0.86 / -1.22 eV
E_tot: -8738.0383 eV
HOMO energy (spin up / spin down): -6.41 / -11.23 eV
Spin multiplicity: 3

Structure (XYZ):
```
9
C3H3NO2 | OMol25 | wB97M-V/def2-TZVPD
C -0.337 -1.166 -0.061
C -1.036 0.067 -0.404
C 0.885 1.159 0.125
N 0.899 -1.293 0.113
O -0.374 1.204 -0.094
O 1.572 0.100 -0.241
H -0.865 -1.982 0.148
H -2.030 -0.008 -0.183
H 1.287 1.918 0.596
```

Record 4
ORCA calculation (wB97M-V/def2-TZVPD) on an isolated molecule of C5H12BNO at a distorted geometry.

Energy relative to the best compared isomer or geometry (same formula, charge and spin): 60.4 kJ/mol
SMILES: CN(C)B1CCCO1
E_LUMO: 0.71 eV
E_tot: -9593.9871 eV
HOMO energy: -9.24 eV

Structure (XYZ):
```
20
C5H12BNO | OMol25 | wB97M-V/def2-TZVPD
B 0.010 -0.057 -0.148
C 0.564 1.177 0.703
C 1.282 2.060 -0.279
C 1.749 1.043 -1.384
C -1.354 -1.917 -0.671
C -1.477 -1.010 1.644
N -0.739 -1.082 0.283
O 0.747 0.036 -1.504
H -0.018 1.732 1.325
H 1.302 0.576 1.256
H 0.549 2.521 -0.836
H 2.235 2.669 0.022
H 1.851 1.466 -2.341
H 2.657 0.499 -1.073
H -0.704 -2.651 -1.113
H -2.169 -2.586 -0.222
H -1.831 -1.435 -1.563
H -2.505 -1.006 1.520
H -1.103 -1.896 2.213
H -1.045 -0.138 2.167
```

Record 5
ORCA calculation (wB97M-V/def2-TZVPD) on an isolated molecule of C5H12N2O.

Energy relative to the best compared isomer or geometry (same formula, charge and spin): 374.7 kJ/mol
E_LUMO: 0.80 eV
E_tot: -10404.5406 eV
HOMO energy: -6.93 eV

Structure (XYZ):
```
20
C5H12N2O | OMol25 | wB97M-V/def2-TZVPD
C 1.365 -0.463 0.373
C 1.611 0.844 0.872
C -0.893 -1.176 -1.149
C -1.088 -0.776 1.247
N -0.373 -0.415 0.008
C -0.406 1.151 -0.155
N 0.023 1.516 -1.440
O -1.253 1.776 0.445
H 0.968 1.249 -1.674
H -0.117 2.508 -1.575
H 1.376 -1.322 1.042
H 1.773 -0.725 -0.602
H 2.247 1.516 0.313
H 1.594 1.007 1.942
H -1.945 -0.948 -1.328
H -0.324 -0.918 -2.039
H -2.148 -0.542 1.161
H -0.950 -1.842 1.429
H -0.673 -0.199 2.070
H -0.785 -2.241 -0.940
```

Record 6
ORCA calculation (wB97M-V/def2-TZVPD) on an isolated molecule of C19H22N4O3S.

Energy relative to the best compared isomer or geometry (same formula, charge and spin): 12.4 kJ/mol
SMILES: COc1ccc(NC(C)=O)cc1N[C@@H](C)c1nc2sc(C)c(C)c2c(=O)[nH]1
E_LUMO: 0.45 eV
E_tot: -42999.8580 eV
HOMO energy: -7.83 eV

Structure (XYZ):
```
49
C19H22N4O3S | OMol25 | wB97M-V/def2-TZVPD
C -1.949 0.610 0.719
H -2.101 1.509 0.123
O -0.872 -0.060 0.115
C -0.467 -1.268 0.625
C -1.052 -1.871 1.727
C -0.606 -3.085 2.222
C 0.455 -3.725 1.601
C 1.038 -3.132 0.485
C 0.605 -1.914 -0.024
N 1.323 -1.361 -1.089
H 2.005 -2.027 -1.427
C 0.716 -0.617 -2.185
C 0.495 0.828 -1.801
N -0.388 1.532 -2.426
C -0.489 2.821 -2.039
C 0.270 3.439 -1.051
C -0.084 4.806 -0.859
C -1.088 5.195 -1.694
S -1.634 3.906 -2.739
C -1.709 6.545 -1.780
H -2.140 6.827 -0.819
H -2.491 6.557 -2.533
H -0.959 7.292 -2.039
C 0.566 5.710 0.134
H 1.324 5.162 0.685
H 1.032 6.556 -0.371
H -0.172 6.103 0.833
C 1.268 2.649 -0.366
O 2.019 2.992 0.526
N 1.319 1.342 -0.855
H 1.951 0.702 -0.386
C -0.557 -1.249 -2.749
H -0.350 -2.259 -3.097
H -1.326 -1.286 -1.985
H -0.919 -0.645 -3.574
H 1.471 -0.596 -2.985
H 1.865 -3.631 -0.006
N 0.974 -4.951 2.035
C 0.560 -5.739 3.070
O -0.367 -5.486 3.802
C 1.405 -6.992 3.203
H 1.034 -7.583 4.035
H 2.444 -6.728 3.388
H 1.348 -7.584 2.292
H 1.761 -5.284 1.497
H -1.077 -3.526 3.082
H -1.873 -1.388 2.230
H -1.718 0.894 1.750
H -2.863 0.008 0.699
```

Record 7
ORCA calculation (wB97M-V/def2-TZVPD) on an isolated molecule of C9H8O3 at a distorted geometry.

Energy relative to the best compared isomer or geometry (same formula, charge and spin): 478.8 kJ/mol
SMILES: O=C(O)/C(O)=C\c1ccccc1
E_LUMO: -0.20 eV
E_tot: -15599.8540 eV
HOMO energy: -8.66 eV

Structure (XYZ):
```
20
C9H8O3 | OMol25 | wB97M-V/def2-TZVPD
C -2.429 0.943 -0.082
C -2.207 -0.480 0.330
C -1.070 -1.246 0.032
C 0.287 -0.763 0.076
C 1.021 -0.698 -1.029
C 2.297 -0.206 -1.158
C 2.925 0.632 -0.066
C 2.267 0.651 1.227
C 1.054 -0.054 1.188
H -1.822 2.332 -0.876
H -3.823 -0.734 0.548
H -1.382 -2.427 0.045
H 0.761 -0.997 -2.036
H 2.908 -0.508 -2.064
H 4.114 0.727 0.023
H 2.604 1.262 1.845
H 0.503 -0.043 2.138
O -1.344 1.701 -0.066
O -3.511 1.349 -0.473
O -3.153 -1.440 0.398
```

Record 8
ORCA calculation (wB97M-V/def2-TZVPD) on a structure of composition C2H3BrCl2 at a distorted geometry.

Energy relative to the best compared isomer or geometry (same formula, charge and spin): 63.4 kJ/mol
E_LUMO: 0.01 eV
E_tot: -97208.9741 eV
HOMO energy: -10.46 eV

Structure (XYZ):
```
8
C2H3BrCl2 | OMol25 | wB97M-V/def2-TZVPD
C -0.127 0.210 -0.096
C -1.602 0.374 0.222
Cl -2.110 1.191 1.669
Cl -2.118 1.742 -1.211
Br -2.907 -1.073 -0.111
H -0.099 -0.196 -1.051
H 0.436 1.242 0.151
H 0.207 -0.611 0.629
```

Record 9
ORCA calculation (wB97M-V/def2-TZVPD) on a structure of composition C4H7N3.

Energy relative to the best compared isomer or geometry (same formula, charge and spin): 424.8 kJ/mol
E_LUMO: 0.73 eV
E_tot: -8727.2770 eV
HOMO energy: -8.53 eV

Structure (XYZ):
```
14
C4H7N3 | OMol25 | wB97M-V/def2-TZVPD
C -1.119 0.725 -0.313
C -1.153 -0.485 0.609
N 0.188 -0.612 1.168
C 1.196 -0.321 0.296
N 2.411 -0.675 0.412
C 0.710 0.485 -0.877
N 1.071 0.924 -1.957
H -0.264 0.954 -1.477
H -1.134 1.670 0.234
H -1.927 0.696 -1.057
H -1.447 -1.384 0.047
H -1.873 -0.348 1.423
H 0.382 -1.329 1.854
H 2.959 -0.299 -0.364
```

Record 10
ORCA calculation (wB97M-V/def2-TZVPD) on a cluster of 2 separate species, C2H4N3 in total at a distorted geometry.

Net charge: +1
Energy relative to the best compared isomer or geometry (same formula, charge and spin): 503.2 kJ/mol
E_LUMO: -6.00 eV
E_tot: -6596.2508 eV
HOMO energy: -15.96 eV

Structure (XYZ):
```
9
C2H4N3 | OMol25 | wB97M-V/def2-TZVPD
C -0.955 1.396 -0.534
C 0.595 -1.181 -0.010
N -1.450 2.223 -1.148
N -0.795 -0.731 0.143
N -0.228 -0.934 1.204
H 1.013 -2.184 -0.146
H 1.359 -0.318 -0.213
H -1.619 2.846 -1.873
H -0.219 -1.002 2.197
```

- E_tot of number 2 (C2H3N2OP)?
  -16435.8334 eV

- E_tot of number 9 (C4H7N3)?
  -8727.2770 eV

- What is the E_tot in the fifth record?
  -10404.5406 eV